Formula: C7H24O7
Source: the Open Molecules 2025 dataset
Level of theory: ωB97M-V/def2-TZVPD

## Properties
gap between HOMO and LUMO	9.360	eV
multiplicity	1
net charge	0
LUMO	0.31	eV
SMILES string	C=C/C=C/CCCO.O.O.O.O.O.O
electronic energy	-807.63784	hartree

Geometry as XYZ:
```
38
C7H24O7 | the Open Molecules 2025 dataset | ωB97M-V/def2-TZVPD
C 2.5133 -1.9192 1.3735
C 1.4577 -1.3247 1.7883
C 0.1768 -1.4880 1.1372
C -0.1961 -1.0241 -0.0128
C -1.2870 -1.5525 -0.8462
C -0.7124 -1.9668 -2.1980
C -0.8640 -0.7580 -3.2036
O -0.0652 0.4277 -2.8995
H 2.3787 -2.7098 0.6381
H 3.6146 -1.6536 1.8456
H 1.3101 -0.4123 2.4083
H -0.6484 -1.8320 1.8313
H 0.4625 -0.3644 -0.5745
H -1.7413 -2.3950 -0.2575
H -2.1812 -0.8884 -0.9058
H 0.2705 -2.2759 -2.0710
H -1.3359 -2.8781 -2.4437
H -0.3910 -1.0950 -4.2056
H -1.8940 -0.4631 -3.4817
H 0.3357 0.7721 -3.7245
O -0.0190 4.0352 -1.4650
H -0.3775 3.2085 -1.8766
H -0.6028 4.1105 -0.7410
O -2.8484 -1.7962 2.6058
H -3.3029 -1.3919 1.9472
H -2.4624 -1.3833 3.3451
O 0.5193 1.9820 2.9883
H 0.8531 1.9074 2.0613
H 0.3308 2.8801 3.0999
O -1.5041 1.0688 1.6212
H -1.0298 0.2631 1.5385
H -1.2277 1.4813 2.3934
O 0.6697 1.4827 0.4125
H -0.2850 1.7882 0.4697
H 1.0808 2.1633 -0.1222
O 2.6866 0.4960 -1.5381
H 1.7705 0.2614 -1.8227
H 3.0313 -0.4631 -1.3840
```

Here are the Löwdin charges for atoms 1 to 4, given in e:
1 C -0.018
2 C -0.214
3 C -0.162
4 C -0.181

---

Formula: C26H57BClN7O7P2S
Source: the Open Molecules 2025 dataset
Level of theory: ωB97M-V/def2-TZVPD

## Properties
gap between HOMO and LUMO	6.998	eV
multiplicity	1
net charge	0
LUMO	-0.98	eV
SMILES string	CCCC[C@@H]1C[C@@](Cl)(CB(O)O)[C@@H](c2ccccn2)OS1(=O)=O.CN(C)P(=O)(N(C)C)N(C)C.CN(C)P(=O)(N(C)C)N(C)C
electronic energy	-3500.43658	hartree

Geometry as XYZ:
```
102
C26H57BClN7O7P2S | the Open Molecules 2025 dataset | ωB97M-V/def2-TZVPD
C -2.3632 3.9097 4.9140
C -3.9309 3.5985 4.7787
C -4.3413 2.8201 3.4284
C -3.4476 1.5237 3.1188
C -3.1714 1.2391 1.5654
C -2.3379 -0.1576 1.4138
C -0.7468 0.0227 1.5117
Cl -0.1569 -0.0694 3.2810
C -0.0243 -1.2373 0.7733
B -0.7465 -2.6678 1.1357
O -0.7891 -3.6350 0.0148
O -1.2699 -3.0169 2.4288
C -0.2072 1.4562 0.9515
C 1.3537 1.2946 0.5388
C 1.6401 1.1517 -0.9709
C 3.1419 0.9503 -1.3779
C 4.1911 0.9102 -0.2119
C 3.6365 1.0940 1.2183
N 2.2794 1.2699 1.6187
O -1.0193 2.0017 -0.1204
S -2.4135 2.6376 0.6253
O -3.3995 3.0298 -0.4659
O -2.1422 3.8761 1.4284
H -2.1369 4.6492 5.7641
H -1.8328 2.9269 5.2240
H -1.8707 4.2363 3.9374
H -4.2759 3.0261 5.7054
H -4.4818 4.6119 4.7612
H -5.4222 2.4392 3.5987
H -4.4251 3.5586 2.5507
H -2.4524 1.4827 3.6881
H -4.0523 0.6151 3.5049
H -4.1992 1.0327 1.0837
H -2.6830 -0.5914 0.4008
H -2.6917 -0.8034 2.3031
H 1.0724 -1.3644 1.1191
H -0.1136 -1.0506 -0.3535
H -0.0682 -4.2710 0.2609
H -1.0586 -3.9782 2.5539
H -0.1954 2.2509 1.7933
H 0.8791 1.1471 -1.8126
H 3.5025 0.7988 -2.4446
H 5.3005 0.7523 -0.3957
H 4.4138 1.0446 2.0684
C 8.6889 4.2552 -1.5156
N 8.0691 3.3037 -2.4203
C 8.9754 2.1983 -2.7353
P 6.7532 3.5162 -3.5051
O 6.0476 2.2354 -3.0109
N 5.5217 4.5340 -2.8352
C 5.5980 5.0749 -1.4881
C 4.1532 4.0390 -3.0309
N 7.5350 4.9606 -4.1586
C 8.7447 4.7672 -4.9473
C 7.1776 6.3557 -3.9988
H 9.0838 5.1406 -2.0200
H 9.5251 3.8051 -0.9720
H 8.0024 4.5542 -0.7251
H 9.7067 2.4898 -3.4955
H 8.4238 1.3326 -3.1137
H 9.5150 1.8481 -1.8507
H 5.6716 4.2838 -0.7317
H 4.7198 5.6874 -1.2581
H 6.4360 5.7646 -1.3840
H 3.8926 3.2673 -2.3017
H 4.0293 3.6188 -4.0326
H 3.4270 4.8516 -2.9334
H 9.6419 4.8701 -4.3276
H 8.8283 5.4839 -5.7685
H 8.7553 3.7729 -5.4007
H 7.5909 6.7667 -3.0734
H 6.1003 6.5225 -4.0183
H 7.5645 6.9701 -4.8197
C -4.7607 -7.3759 1.4485
N -5.9187 -6.5196 1.6291
C -6.8946 -7.1257 2.5361
P -6.5203 -5.2595 0.6268
O -6.6576 -4.2852 1.8140
N -5.2402 -4.3275 -0.0777
C -3.8379 -4.5725 0.2170
C -5.4484 -2.8744 -0.0304
N -6.4444 -6.3429 -0.7681
C -7.3945 -7.4465 -0.8099
C -5.5337 -6.3336 -1.8951
H -4.7887 -7.9550 0.5220
H -4.6640 -8.0968 2.2659
H -3.8347 -6.8051 1.5010
H -7.4968 -7.8817 2.0225
H -7.5756 -6.3720 2.9421
H -6.4135 -7.5931 3.4000
H -3.6216 -4.4791 1.2887
H -3.1882 -3.8777 -0.3234
H -3.5252 -5.5545 -0.1390
H -5.1918 -2.4566 0.9487
H -6.4893 -2.6215 -0.2472
H -4.8328 -2.3703 -0.7824
H -6.9575 -8.3612 -0.3949
H -7.7285 -7.6733 -1.8258
H -8.2918 -7.2056 -0.2345
H -4.6055 -6.8614 -1.6585
H -5.2983 -5.3271 -2.2420
H -5.9670 -6.8305 -2.7707
```

Here are the Löwdin charges for atoms 1 to 4, given in e:
1 C -0.135
2 C -0.247
3 C -0.205
4 C -0.183

---

Formula: C4H6O2
Source: the Open Molecules 2025 dataset
Level of theory: ωB97M-V/def2-TZVPD

## Properties
gap between HOMO and LUMO	8.504	eV
multiplicity	1
net charge	0
LUMO	0.18	eV
electronic energy	-306.39930	hartree

Geometry as XYZ:
```
12
C4H6O2 | the Open Molecules 2025 dataset | ωB97M-V/def2-TZVPD
O 1.0002 0.4713 -1.7077
C 0.6376 1.1145 -0.7307
C 0.2297 0.6267 0.6452
C -0.2005 -0.8313 0.7246
C -0.9319 -1.0374 -0.6083
O -2.0689 -1.4690 -0.6318
H 0.7792 2.1908 -0.7977
H -0.5433 1.2955 1.0462
H 1.1344 0.8350 1.2354
H 0.6712 -1.4965 0.6830
H -0.7644 -1.0548 1.6439
H 0.0566 -0.6448 -1.5023
```

Here are the Löwdin charges for atoms 1 to 4, given in e:
1 O 0.021
2 C -0.207
3 C -0.161
4 C -0.170

---

Formula: C28H23BrFeN4O3P
Source: the Open Molecules 2025 dataset
Level of theory: ωB97M-V/def2-TZVPD

## Properties
gap between HOMO and LUMO (alpha / beta)	6.255 / 7.009	eV
multiplicity	2
net charge	+2
LUMO (alpha / beta)	-7.63 / -6.87	eV
electronic energy	-5704.08659	hartree

Geometry as XYZ:
```
61
C28H23BrFeN4O3P | the Open Molecules 2025 dataset | ωB97M-V/def2-TZVPD
Fe 0.9463 1.1144 0.5571
O 1.2439 3.4280 0.1827
N 0.8691 2.4938 -0.8315
C -0.0957 2.9234 -1.5465
C -0.7560 2.0459 -2.4962
C -1.3604 2.6508 -3.5962
C -1.8988 1.8721 -4.6088
C -1.8457 0.4909 -4.5137
C -1.2783 -0.1216 -3.4009
C -0.7325 0.6441 -2.3799
P -0.2116 -0.2554 -0.8887
C -1.6800 -1.0741 -0.2445
C -2.5753 -0.3942 0.5822
C -3.7520 -1.0094 0.9782
C -4.0477 -2.2940 0.5458
C -3.1718 -2.9659 -0.2966
C -1.9903 -2.3631 -0.6943
C 0.9961 -1.4883 -1.3761
C 1.7970 -1.2793 -2.4977
C 2.7864 -2.1965 -2.8194
C 2.9796 -3.3169 -2.0229
C 2.1926 -3.5213 -0.8948
C 1.2061 -2.6073 -0.5643
H 2.1327 3.7376 -0.0571
H -0.3834 3.9676 -1.4584
H -1.3887 3.7309 -3.6660
H -2.3613 2.3429 -5.4651
H -2.2687 -0.1217 -5.2986
H -1.2879 -1.2026 -3.3314
H -2.3703 0.6181 0.9007
H -4.4421 -0.4792 1.6207
H -4.9673 -2.7707 0.8573
H -3.4093 -3.9613 -0.6467
H -1.3220 -2.8990 -1.3537
H 1.6489 -0.4081 -3.1243
H 3.3988 -2.0415 -3.6974
H 3.7385 -4.0409 -2.2888
H 2.3420 -4.3995 -0.2808
H 0.5940 -2.7729 0.3144
N 4.5849 -0.6858 0.5946
C 4.9517 0.4034 -0.1577
C 3.8177 1.1221 -0.3369
N 2.7712 0.4799 0.3044
C 3.2772 -0.6097 0.8555
H 5.1995 -1.4172 0.9168
H 5.9623 0.5642 -0.4874
H 3.6871 2.0354 -0.8893
H 2.7388 -1.3250 1.4524
Br -0.5447 0.3973 7.6846
C -1.1961 1.0094 6.0374
C -2.4529 1.6118 5.9624
N -2.9861 2.0727 4.8335
C -2.2652 1.9553 3.7284
C -1.0047 1.3639 3.7047
C -0.4503 0.8727 4.8878
C -0.2876 1.2445 2.4545
O 0.7997 0.5411 2.3216
O -0.6476 1.8117 1.3580
H -3.0496 1.7226 6.8601
H -2.7059 2.3462 2.8181
H 0.5259 0.4078 4.8990
```

Here are the Löwdin charges for atoms 1 to 4, given in e:
1 Fe 0.601
2 O -0.007
3 N -0.081
4 C -0.003

---

Formula: C6H13N
Source: the Open Molecules 2025 dataset
Level of theory: ωB97M-V/def2-TZVPD

## Properties
gap between HOMO and LUMO	9.240	eV
multiplicity	1
net charge	0
LUMO	1.01	eV
SMILES string	CC/C(C)=C(/C)N
electronic energy	-291.13885	hartree

Geometry as XYZ:
```
20
C6H13N | the Open Molecules 2025 dataset | ωB97M-V/def2-TZVPD
C 0.5044 -2.0109 -0.9368
C 1.1460 -0.5926 -0.8952
C 0.1774 0.4061 -0.3563
C -0.5420 1.2456 -1.3892
C -0.1113 0.5095 0.9409
C -1.2928 1.2747 1.4516
N 0.5849 -0.1768 1.9887
H -0.3374 -2.0834 -1.6237
H 0.1143 -2.2268 0.0515
H 1.2917 -2.6902 -1.2570
H 1.9997 -0.7240 -0.2159
H 1.6108 -0.3453 -1.8452
H -0.4588 2.3109 -1.1580
H -0.0701 1.1476 -2.3668
H -1.6026 0.9717 -1.3929
H -1.0652 1.6403 2.4547
H -1.6359 2.0585 0.7949
H -2.0954 0.5621 1.6925
H 1.5710 -0.1897 1.8477
H 0.2113 -1.0872 2.2147
```

Here are the Löwdin charges for atoms 1 to 4, given in e:
1 C -0.084
2 C -0.219
3 C -0.281
4 C -0.058

---

Formula: C2H7NO
Source: the Open Molecules 2025 dataset
Level of theory: ωB97M-V/def2-TZVPD

## Properties
gap between HOMO and LUMO	10.411	eV
multiplicity	1
net charge	0
LUMO	1.01	eV
SMILES string	NCCO
electronic energy	-210.37151	hartree

Geometry as XYZ:
```
11
C2H7NO | the Open Molecules 2025 dataset | ωB97M-V/def2-TZVPD
N -1.3032 -0.0803 -0.9121
C 0.0052 -0.4325 -0.3748
C 0.6719 0.7219 0.3835
O 1.3409 0.3066 1.5786
H -2.0809 -0.2493 -0.2925
H -1.4763 -0.4782 -1.8179
H 0.6233 -0.7306 -1.2134
H -0.0386 -1.2960 0.2977
H -0.0485 1.5016 0.6192
H 1.4431 1.1732 -0.2309
H 0.8631 -0.4363 1.9626
```

Here are the Löwdin charges for atoms 1 to 4, given in e:
1 N -0.011
2 C -0.264
3 C -0.251
4 O -0.087

---

multiplicity of number 4 (C28H23BrFeN4O3P)? 2

---

The lowest electronic energy belongs to which entry? C28H23BrFeN4O3P

---

Which value of net charge does entry 1 give? 0